1.
Here is an isolated molecule of C4H8O from the Open Molecules 2025 dataset. Energies are from ωB97M-V with the def2-TZVPD basis set.

Results
Electronic energy: -232.39498 hartree
Highest occupied orbital energy: -9.705 eV
SMILES string: C[C@H]1C[C@H]1O
Frontier orbital gap: 10.732 eV
ΔE to the lowest compared entry with this formula, charge and spin: 31.8 kcal per mole
Lowest unoccupied orbital energy: 0.0378 Eh

CARTESIAN COORDINATES (ANGSTROEM)
C 0.4481 1.2381 -0.7729
C 0.6517 -0.1195 -0.0725
C 0.0898 -0.2507 1.3152
C -0.5002 -1.0805 0.2172
O -1.7149 -0.7141 -0.3821
H -0.5475 1.6620 -0.5976
H 0.6132 1.1916 -1.8562
H 1.1748 1.9749 -0.3859
H 1.6138 -0.5620 -0.3024
H -0.5403 0.5384 1.7037
H 0.7148 -0.7697 2.0358
H -0.4829 -2.1666 0.3989
H -1.5201 -0.9420 -1.3013

2.
Here is a cluster of 3 separate species, C15H25O10S3 in total from the Open Molecules 2025 dataset. Energies are from ωB97M-V with the def2-TZVPD basis set.

Results
Electronic energy: -2533.19280 hartree
Total charge: +1
Highest occupied orbital energy: -12.582 eV
Frontier orbital gap: 8.988 eV
Lowest unoccupied orbital energy: -0.1321 Eh

CARTESIAN COORDINATES (ANGSTROEM)
C 4.1086 -0.0714 -0.9078
C 3.3614 -0.4244 -2.1925
O 3.0487 -1.8378 -2.1777
C 1.9220 -2.1907 -2.8939
S 0.8220 -3.1109 -1.7527
O 1.4115 -2.7931 -0.3027
C -0.7442 -2.2014 -1.7834
C -0.5601 -0.7592 -2.1605
C 0.0737 0.0994 -1.2620
C 0.2984 1.4218 -1.6287
C -0.0944 1.9191 -2.8738
C 0.1659 3.3495 -3.2256
C -0.7490 1.0496 -3.7486
C -0.9751 -0.2807 -3.4005
H 3.5691 0.6762 -0.3344
H 5.1101 0.2827 -1.1078
H 4.1791 -0.9610 -0.2879
H 2.4521 0.1688 -2.2567
H 3.9859 -0.2182 -3.0547
H 2.1617 -2.9043 -3.6802
H 1.4096 -1.3400 -3.3381
H 2.0098 -2.0211 -0.3723
H -1.4341 -2.7539 -2.4132
H -1.1218 -2.2647 -0.7643
H 0.3776 -0.2695 -0.2937
H 0.8111 2.0535 -0.9241
H 0.5559 3.8841 -2.3684
H -0.7342 3.8381 -3.5841
H 0.9006 3.4361 -4.0230
H -1.0773 1.4346 -4.7024
H -1.4709 -0.9578 -4.0788
C 1.5038 -0.3051 3.7883
C 0.1765 -0.2310 3.0653
O -0.0719 1.1725 2.9031
S 1.3235 1.9454 2.7213
O 1.5426 2.1425 1.3301
O 1.3779 3.0145 3.6409
O 2.2768 0.7570 3.2057
H 1.3928 -0.1113 4.8559
H 2.0103 -1.2551 3.6437
H -0.6304 -0.7002 3.6231
H 0.2378 -0.6828 2.0713
C -3.5038 0.6831 3.4709
C -4.6013 0.6466 2.4294
O -4.5583 -0.6997 1.9275
S -4.1368 -1.7025 3.1006
O -5.2978 -2.2684 3.6738
O -3.0541 -2.4957 2.6328
O -3.5744 -0.5948 4.1189
H -2.5219 0.7795 3.0073
H -3.6443 1.4806 4.1950
H -4.4370 1.3491 1.6178
H -5.5834 0.8223 2.8715

3.
Here is a structure of composition C11H26MnN2O4P2S5 from the Open Molecules 2025 dataset. Energies are from ωB97M-V with the def2-TZVPD basis set.

Results
Electronic energy: -4670.11096 hartree
Highest occupied orbital energy (spin up / spin down): -7.871 / -7.264 eV
Frontier orbital gap (spin up / spin down): 8.258 / 7.658 eV
Spin multiplicity: 4
Lowest unoccupied orbital energy (spin up / spin down): 0.0142 / 0.0145 Eh

CARTESIAN COORDINATES (ANGSTROEM)
Mn 0.2026 1.0156 -0.9878
C -4.2898 -2.9396 -2.2094
C -3.6696 -1.7400 -2.9022
O -3.4137 -0.6680 -1.9910
P -2.0428 -0.5861 -1.1524
S -2.1103 1.2180 -0.2884
S -0.4316 -0.9590 -2.2599
O -2.1535 -1.7522 -0.0515
C -3.0320 -1.5851 1.0647
C -2.2184 -1.3663 2.3256
H -4.6488 -3.6379 -2.9602
H -5.1242 -2.6209 -1.5885
H -3.5599 -3.4508 -1.5863
H -4.3565 -1.3194 -3.6402
H -2.7388 -2.0314 -3.4009
H -3.6316 -2.4965 1.1313
H -3.6999 -0.7358 0.8747
H -1.6240 -2.2481 2.5430
H -2.8704 -1.1605 3.1674
H -1.5405 -0.5274 2.1824
C 5.4245 -0.8862 1.6160
C 4.6230 0.4039 1.5696
O 4.0485 0.6429 0.2871
P 2.6816 -0.0035 -0.2588
S 2.3669 1.0238 -1.9699
S 1.2768 -0.0581 1.1650
O 3.0541 -1.5273 -0.6111
C 4.0006 -1.7290 -1.6665
C 3.3126 -2.3016 -2.8907
H 5.9148 -0.9674 2.5827
H 6.1890 -0.8865 0.8408
H 4.7702 -1.7433 1.4757
H 5.2761 1.2634 1.7457
H 3.8277 0.3858 2.3201
H 4.7587 -2.4119 -1.2748
H 4.4749 -0.7725 -1.9129
H 2.8618 -3.2593 -2.6483
H 4.0334 -2.4307 -3.6945
H 2.5305 -1.6222 -3.2253
S 0.6362 3.3134 -0.4346
C -0.5655 3.6586 0.6919
N -1.5252 4.5728 0.5212
C -2.5095 4.5099 1.5850
C -1.8325 3.5803 2.6140
N -0.6339 3.1469 1.9206
H -1.7508 4.9261 -0.3921
H -3.4512 4.0889 1.2179
H -2.6981 5.5084 1.9854
H -2.4674 2.7320 2.8743
H -1.5598 4.1159 3.5276
H -0.1142 2.3177 2.1687

4.
Here is a structure of composition C31H28FKNP2S from the Open Molecules 2025 dataset. Energies are from ωB97M-V with the def2-TZVPD basis set.

Results
Electronic energy: -3033.68064 hartree
Total charge: -1
Highest occupied orbital energy: -4.225 eV
Frontier orbital gap: 6.791 eV
ΔE to the lowest compared entry with this formula, charge and spin: 2.6 kcal per mole
Lowest unoccupied orbital energy: 0.0943 Eh

CARTESIAN COORDINATES (ANGSTROEM)
K 3.3753 -1.9120 0.9592
S 2.9145 -2.6074 3.8362
C 1.5386 -3.3993 3.1413
C 0.7823 -4.3241 3.9026
C -0.3128 -4.9454 3.3587
C -0.6874 -4.6491 2.0467
C 0.0930 -3.7399 1.3638
N 1.1731 -3.1387 1.8649
H 1.0967 -4.5213 4.9184
H -0.8845 -5.6540 3.9479
H -1.5505 -5.1006 1.5772
H -0.1628 -3.4646 0.3445
C 0.5367 1.1156 -0.2419
C 1.4012 -0.1385 -0.1118
P 2.0319 -0.9400 -1.6904
C 0.2953 -1.1347 -2.4130
C -0.5301 -0.1528 -2.9671
C -1.8266 -0.4378 -3.3691
C -2.3382 -1.7218 -3.2263
C -1.5337 -2.7166 -2.6939
C -0.2327 -2.4208 -2.3058
C 2.5773 0.4927 -2.7048
C 3.2810 1.5598 -2.1471
C 3.7109 2.6162 -2.9354
C 3.4733 2.6165 -4.3038
C 2.8069 1.5443 -4.8770
C 2.3635 0.4962 -4.0819
P 0.3276 1.9340 1.3986
C -0.6547 0.6684 2.2885
C -1.8959 0.2251 1.8274
C -2.5956 -0.7451 2.5212
C -2.0636 -1.2852 3.6883
C -0.8311 -0.8588 4.1495
C -0.1281 0.1143 3.4485
C -1.0150 3.1359 1.0288
C -1.3076 3.5840 -0.2570
C -2.2933 4.5408 -0.4710
C -3.0051 5.0618 0.5966
C -2.7229 4.6228 1.8850
C -1.7359 3.6764 2.0961
H -0.4376 0.8705 -0.6681
H 1.0194 1.8386 -0.9042
H 0.8248 -0.9218 0.3933
H 2.2586 0.0827 0.5252
H -0.1538 0.8560 -3.0884
H -2.4438 0.3475 -3.7900
H -3.3528 -1.9433 -3.5345
H -1.9143 -3.7255 -2.5864
H 0.4007 -3.2082 -1.9098
H 3.5191 1.5311 -1.0930
H 4.2489 3.4379 -2.4786
H 3.8138 3.4407 -4.9188
H 2.6279 1.5213 -5.9452
H 1.8392 -0.3322 -4.5437
H -2.3184 0.6477 0.9221
H -3.5534 -1.0893 2.1505
H -2.6042 -2.0556 4.2228
H -0.3940 -1.2979 5.0361
H 0.8503 0.4229 3.7960
H -0.7692 3.1846 -1.1063
H -2.5064 4.8732 -1.4796
H -3.7755 5.8041 0.4295
H -3.2757 5.0210 2.7270
H -1.5254 3.3362 3.1039
F 4.1514 -0.6381 -0.6527

Q: Which of these has the highest electronic energy?
A: C4H8O